No. 1
This record from OMol25 describes a single C10H12N4O5 molecule in a non-equilibrium geometry. The level of theory is the ωB97M-V functional and the def2-TZVPD basis.

```
! wB97M-V def2-TZVPD RIJCOSX def2/J DEFGRID3
* xyz 0 1
H -1.524 -1.039 2.920
H -0.488 1.685 0.922
O 1.626 0.374 -0.618
N -0.181 -0.912 -1.320
H 3.395 -0.033 1.092
C 0.142 2.085 0.126
H 0.711 3.858 -0.404
C -1.310 -2.626 -0.503
O 0.081 3.475 0.222
N -1.051 -2.907 -1.813
C -0.770 -1.379 -0.181
C -0.386 -1.891 -2.259
N -0.833 -0.768 1.030
C 0.538 0.323 -1.500
H 2.297 2.250 -0.129
H -0.025 -1.795 -3.263
C 1.937 1.093 1.659
O 3.268 0.664 1.747
C 1.564 1.511 0.237
O -0.124 2.484 -2.275
C -1.444 -1.460 1.927
H 0.903 0.338 -2.538
H 1.242 0.304 1.975
H -2.461 -3.150 2.492
H -0.645 3.275 -2.083
C -2.005 -3.391 0.501
O -2.548 -4.464 0.445
C -0.346 1.553 -1.248
H -1.406 1.264 -1.214
N -1.997 -2.675 1.727
H 1.841 1.952 2.325
*
```

Properties
Frontier orbital gap: 9.24 eV
SMILES: O=c1[nH]cnc2c1ncn2[C@@H]1O[C@H](CO)[C@@H](O)[C@H]1O
Lowest unoccupied orbital energy: 0.4 eV

Atom charges from the Mulliken analysis, given in e for atoms 1 to 6: 0.441, 0.309, -0.511, 0.058, 0.347, -0.086

No. 2
This record from OMol25 describes a molecular structure, C30H32BrIN9O6SSc in a non-equilibrium geometry. The level of theory is the ωB97M-V functional and the def2-TZVPD basis.

```
! wB97M-V def2-TZVPD RIJCOSX def2/J DEFGRID3
* xyz 0 1
H 0.077 0.933 2.868
N -2.823 -3.466 -2.119
I 3.107 1.434 -7.777
H 3.802 0.484 0.853
H -0.184 3.441 6.325
C 4.966 -3.226 1.060
H 3.312 -0.711 -5.564
C 1.891 -0.299 -4.006
O -1.921 0.363 1.443
C -0.506 1.488 3.586
O 1.261 0.668 0.659
N 2.536 -2.564 1.218
H -3.623 0.072 -0.944
H 5.762 -3.455 1.765
Br 1.998 2.251 4.701
C -1.752 -2.618 -1.597
H -0.150 5.357 0.299
C -0.431 4.637 1.073
C 0.201 0.266 -2.269
N 3.716 -2.484 3.066
H 2.086 -1.829 4.157
H -2.893 -4.652 -0.392
H -3.674 2.182 4.492
H 1.406 -3.301 -0.174
N -4.131 -2.987 -0.128
H -0.249 2.318 -3.940
H 0.889 2.791 -6.105
H -4.373 -4.656 -1.369
C 3.808 3.886 1.101
H -1.514 4.569 1.117
C 2.455 4.095 1.013
C 2.046 1.705 0.777
O -0.680 2.410 0.406
N -4.327 -1.546 -2.071
C 3.772 -2.756 1.805
H 4.489 4.721 1.210
H -1.197 -2.192 -2.428
C 1.554 3.027 0.847
H 2.167 -1.159 -3.407
C 1.647 -2.146 2.155
C -1.892 1.482 3.539
O -3.847 0.592 2.549
C -3.567 -4.031 -0.984
C 0.890 0.551 -3.558
C 1.165 1.925 -5.517
H 2.070 5.107 1.064
H -0.041 4.995 2.028
S -0.001 -1.805 2.029
O -0.754 1.012 -1.870
C -3.753 -2.623 -2.888
C 3.436 1.506 0.889
N 2.276 -2.785 -0.124
H -5.850 -2.765 -1.308
C 2.160 1.060 -5.956
N -1.993 2.873 5.490
Sc -0.578 0.263 0.084
C -3.227 -0.731 -1.564
C 0.108 2.200 4.594
C 4.293 2.570 1.042
H 2.091 -1.894 -0.561
O 0.556 -0.712 -1.558
H -2.697 -0.300 -2.405
N -2.257 -1.520 -0.745
H -4.562 -3.250 -3.265
H 5.311 -2.462 0.360
C -0.657 2.880 5.526
H -3.453 -1.357 0.991
C 2.532 -0.050 -5.211
N 2.403 -2.120 3.251
H -5.435 -1.363 -0.302
C -3.044 -2.145 0.368
H -3.223 -2.187 -3.736
H -2.363 -2.751 0.960
C -2.650 0.764 2.457
C 0.529 1.663 -4.311
H -1.076 -3.228 -0.997
H 5.361 2.388 1.129
C 0.124 3.281 0.746
C -5.030 -2.153 -0.933
H 4.715 -4.113 0.477
C -2.590 2.182 4.514
*
```

Properties
Frontier orbital gap: 8.40 eV
Lowest unoccupied orbital energy: -0.1 eV

Atom charges from the Mulliken analysis, given in e for atoms 1 to 6: 0.262, 0.090, 0.093, 0.338, 0.384, -1.199

No. 3
This record from OMol25 describes a gas-phase ion, C2H2Cl3O2S (charge -1) in a non-equilibrium geometry. The level of theory is the ωB97M-V functional and the def2-TZVPD basis.

```
! wB97M-V def2-TZVPD RIJCOSX def2/J DEFGRID3
* xyz -1 1
C 0.977 -0.232 -0.270
Cl 2.759 0.113 -0.114
C 0.136 0.934 0.048
H 1.076 -0.585 -1.347
Cl 0.547 1.421 1.866
H 0.779 -1.199 0.225
O -2.114 -0.244 -1.197
O -0.269 1.824 -0.662
Cl -2.036 -2.010 1.245
S -1.855 -0.024 0.204
*
```

Properties
Frontier orbital gap: 7.40 eV
Lowest unoccupied orbital energy: 3.3 eV

Atom charges from the Mulliken analysis, given in e for atoms 1 to 6: -0.539, -0.223, 0.553, 0.296, -0.321, 0.325

No. 4
This record from OMol25 describes a single C4H10O molecule in a non-equilibrium geometry. The level of theory is the ωB97M-V functional and the def2-TZVPD basis.

```
! wB97M-V def2-TZVPD RIJCOSX def2/J DEFGRID3
* xyz 0 1
O -0.486 -0.127 1.582
C -1.430 0.010 -0.481
H 0.276 -2.148 0.031
H 1.720 1.335 0.438
H 0.315 -0.208 2.094
H -1.906 1.031 -0.370
H 0.049 2.007 0.426
H 0.750 1.495 -1.141
C 0.785 -1.181 -0.212
C 0.703 1.273 -0.060
H 0.920 -1.228 -1.267
H -1.344 -0.293 -1.575
C -0.094 -0.024 0.220
H 1.715 -1.130 0.291
H -1.974 -0.813 0.024
*
```

Properties
Frontier orbital gap: 11.18 eV
SMILES: CC(C)(C)O
Lowest unoccupied orbital energy: 0.9 eV

Atom charges from the Mulliken analysis, given in e for atoms 1 to 6: -0.564, -1.411, 0.351, 0.356, 0.324, 0.340

No. 5
This record from OMol25 describes a single C21H24N6O4S molecule in a non-equilibrium geometry. The level of theory is the ωB97M-V functional and the def2-TZVPD basis.

```
! wB97M-V def2-TZVPD RIJCOSX def2/J DEFGRID3
* xyz 0 1
N 4.597 1.294 1.953
H 4.331 -1.268 2.178
H 1.159 -2.080 1.287
O 0.790 -0.090 -2.707
H 0.573 0.718 -4.521
O -3.238 2.452 -1.351
C -0.412 2.430 -0.689
H -5.444 -0.075 0.770
H 2.050 -0.265 -4.346
N -0.443 -1.276 -0.717
C 1.393 0.459 -3.853
C 2.988 -0.445 -1.676
H -4.519 0.875 1.956
N 2.819 1.779 0.937
H -2.713 -2.488 -1.130
H -4.719 -1.600 2.557
C -2.762 -1.764 -0.308
C 3.069 -1.540 0.477
S -3.039 2.052 0.014
H 0.991 0.933 2.577
C 3.858 -2.081 1.629
O -3.621 2.832 1.064
C 1.444 1.846 0.701
C -4.452 0.069 1.225
H -2.635 0.036 -1.572
H 1.624 2.772 -1.236
C 1.682 -1.627 0.462
C 1.607 -0.542 -1.694
C 0.578 1.356 1.676
H -0.835 2.835 -1.595
C -3.311 -0.438 -0.859
H -3.293 -3.181 1.227
H -3.041 -1.064 2.394
C 3.708 -0.948 -0.602
O -1.051 -1.804 1.405
H 3.215 -2.630 2.311
C -3.970 -1.236 1.853
N 4.975 1.873 0.818
C -3.720 -2.287 0.771
N -3.508 0.488 0.219
N 3.341 1.230 2.043
H 4.645 -2.742 1.271
C -1.267 1.950 0.284
C 3.878 2.176 0.182
C -0.785 1.418 1.464
H 3.825 2.662 -0.766
H -4.265 -0.634 -1.372
H 4.786 -0.870 -0.609
C 0.947 -1.148 -0.610
H -1.478 1.055 2.206
C 0.954 2.387 -0.483
H -4.666 -2.559 0.297
H 3.521 0.009 -2.496
H -0.785 -1.058 -1.643
C -1.341 -1.611 0.245
H 1.963 1.363 -3.616
*
```

Properties
Frontier orbital gap: 8.23 eV
SMILES: COc1ccc(C)cc1NC(=O)[C@H]1CCCN(S(=O)(=O)c2ccc(-n3cnnn3)cc2)C1
Lowest unoccupied orbital energy: 0.0 eV

Atom charges from the Mulliken analysis, given in e for atoms 1 to 6: -0.542, 0.316, 0.493, -0.438, 0.277, -0.727

No. 6
This record from OMol25 describes a molecular structure, C13H12CuNO5S in a non-equilibrium geometry. The level of theory is the ωB97M-V functional and the def2-TZVPD basis.

```
! wB97M-V def2-TZVPD RIJCOSX def2/J DEFGRID3
* xyz -1 2
H -4.212 -0.200 -3.117
H 0.064 4.302 2.836
H -1.035 -4.682 -4.125
C 4.598 -2.155 2.912
S 4.832 -0.389 2.722
O -1.484 -3.830 -4.397
C 3.094 -0.220 2.824
C 2.530 -1.506 2.660
C 0.536 3.316 2.936
H -3.422 -1.934 -3.409
Cu 0.987 -0.802 1.906
H 5.405 -2.852 3.096
C 1.547 3.150 3.876
C -1.704 -2.909 -3.450
H 3.467 2.310 4.029
C 2.218 1.172 2.708
H -2.563 -1.471 -4.947
C -3.220 0.196 -2.726
C 2.479 2.207 3.627
O -1.165 -2.970 -2.375
O -2.044 -0.453 -3.304
O -4.388 2.228 -3.448
N 1.085 1.168 1.947
C 3.402 -2.588 2.468
C -3.282 1.636 -2.979
O -2.327 2.300 -2.600
H 1.587 3.708 4.821
C 0.348 2.359 1.939
H -3.166 0.060 -1.620
H -4.762 1.623 -4.149
H 3.066 -3.626 2.272
C -2.480 -1.593 -3.855
H 0.009 2.444 0.922
*
```

Properties
Frontier orbital gap (alpha / beta): 2.30 / 5.10 eV
Lowest unoccupied orbital energy (alpha / beta): 1.6 / 1.6 eV

Atom charges from the Mulliken analysis, given in e for atoms 1 to 6: 0.302, 0.307, 0.364, -0.406, -0.219, -0.477